ORCA calculation (wB97M-V/def2-TZVPD) on a 11-piece molecular cluster, C41H91O28P3 overall.

Cartesian coordinates (Å):
1 C 3.815 0.858 12.879
2 O 4.863 0.332 12.072
3 P 4.701 -1.113 11.350
4 O 3.750 -1.937 12.136
5 O 4.232 -0.816 9.839
6 C 3.575 -1.750 8.986
7 O 6.204 -1.682 11.169
8 C 6.443 -2.986 10.663
9 H 3.828 1.945 12.788
10 H 4.052 0.593 13.909
11 H 2.817 0.530 12.588
12 H 3.027 -2.562 9.464
13 H 4.254 -2.151 8.234
14 H 2.821 -1.183 8.440
15 H 5.546 -3.592 10.539
16 H 7.120 -3.500 11.345
17 H 7.015 -2.835 9.747
18 C 5.829 -4.384 5.997
19 O 6.740 -3.420 5.457
20 P 6.615 -1.834 5.927
21 O 6.824 -1.653 7.405
22 O 5.175 -1.360 5.321
23 C 4.670 -0.096 5.653
24 O 7.600 -1.066 4.931
25 C 8.862 -0.439 5.331
26 H 5.301 -4.013 6.876
27 H 6.320 -5.338 6.193
28 H 5.117 -4.750 5.257
29 H 3.696 -0.159 6.137
30 H 4.498 0.447 4.724
31 H 5.353 0.437 6.315
32 H 8.915 0.439 4.688
33 H 9.677 -1.107 5.055
34 H 8.702 -0.132 6.365
35 C 6.055 2.199 9.012
36 O 6.328 2.783 10.290
37 P 5.932 4.286 10.808
38 O 6.199 5.353 9.770
39 O 6.691 4.424 12.207
40 C 6.406 3.444 13.195
41 O 4.413 4.100 11.310
42 C 3.752 5.125 11.986
43 H 7.015 1.931 8.569
44 H 5.423 2.685 8.269
45 H 5.549 1.284 9.319
46 H 5.520 3.570 13.818
47 H 7.244 3.272 13.871
48 H 6.290 2.503 12.659
49 H 2.765 5.124 11.525
50 H 4.180 6.105 11.771
51 H 3.475 4.913 13.018
52 O 11.079 2.864 7.428
53 C 11.084 4.030 6.994
54 O 10.090 4.905 6.976
55 C 8.779 4.538 7.344
56 C 8.047 3.807 6.182
57 C 12.401 4.629 6.569
58 H 8.204 5.460 7.433
59 H 8.794 3.863 8.200
60 H 6.967 3.805 6.325
61 H 8.418 2.783 6.163
62 H 8.280 4.234 5.206
63 H 12.114 5.387 5.841
64 H 13.015 3.874 6.078
65 H 12.964 4.978 7.435
66 O 1.828 -3.118 3.626
67 C 1.865 -2.090 4.302
68 O 2.105 -0.874 3.785
69 C 2.521 -0.685 2.466
70 C 2.481 0.863 2.281
71 C 1.494 -2.095 5.811
72 H 1.824 -1.238 1.837
73 H 3.530 -1.054 2.283
74 H 2.650 1.231 1.270
75 H 3.280 1.299 2.880
76 H 1.544 1.235 2.696
77 H 2.280 -2.635 6.339
78 H 0.515 -2.562 5.925
79 H 1.513 -1.084 6.217
80 O 10.975 -7.034 4.459
81 C 11.083 -7.145 3.202
82 O 10.209 -6.556 2.380
83 C 9.144 -5.781 2.882
84 C 8.015 -6.694 3.442
85 C 12.212 -7.907 2.562
86 H 8.813 -5.098 2.099
87 H 9.445 -5.118 3.693
88 H 7.080 -6.234 3.760
89 H 8.395 -7.210 4.324
90 H 7.677 -7.482 2.768
91 H 13.119 -7.720 3.138
92 H 12.503 -7.616 1.552
93 H 11.811 -8.915 2.466
94 O 5.004 -5.043 1.519
95 C 5.813 -4.134 1.365
96 O 6.660 -3.900 0.331
97 C 6.733 -4.761 -0.786
98 C 7.405 -6.162 -0.375
99 C 6.091 -3.117 2.453
100 H 7.377 -4.372 -1.574
101 H 5.757 -4.912 -1.247
102 H 7.208 -6.873 -1.177
103 H 6.929 -6.615 0.495
104 H 8.479 -6.145 -0.190
105 H 5.362 -3.222 3.256
106 H 6.131 -2.078 2.126
107 H 7.082 -3.352 2.841
108 O 1.648 -9.887 5.252
109 C 0.670 -9.184 4.932
110 O 0.726 -8.011 4.299
111 C 1.944 -7.361 3.973
112 C 2.253 -6.165 4.894
113 C -0.747 -9.653 5.209
114 H 1.947 -6.993 2.947
115 H 2.733 -8.107 4.072
116 H 1.494 -5.385 4.837
117 H 3.223 -5.769 4.596
118 H 2.435 -6.558 5.894
119 H -1.341 -9.704 4.296
120 H -1.227 -9.143 6.044
121 H -0.656 -10.719 5.416
122 O 11.681 -2.935 5.444
123 C 12.312 -3.473 4.531
124 O 12.061 -3.332 3.258
125 C 11.225 -2.299 2.718
126 C 11.106 -2.545 1.213
127 C 13.414 -4.511 4.832
128 H 11.723 -1.360 2.959
129 H 10.244 -2.147 3.167
130 H 10.688 -3.534 1.026
131 H 12.063 -2.423 0.705
132 H 10.352 -1.848 0.850
133 H 14.378 -4.151 4.472
134 H 13.219 -5.465 4.343
135 H 13.457 -4.683 5.907
136 O 8.409 1.051 12.598
137 C 9.212 0.072 12.553
138 O 9.813 -0.325 11.436
139 C 9.447 0.300 10.225
140 C 10.405 -0.268 9.110
141 C 9.616 -0.693 13.811
142 H 9.552 1.379 10.343
143 H 8.416 0.113 9.925
144 H 11.411 -0.277 9.531
145 H 10.259 0.402 8.264
146 H 9.989 -1.219 8.776
147 H 9.994 -1.675 13.526
148 H 8.820 -0.713 14.555
149 H 10.415 -0.100 14.257
150 O 5.946 0.358 2.456
151 C 6.790 0.754 1.612
152 O 6.630 1.795 0.736
153 C 5.606 2.709 0.940
154 C 4.695 2.639 -0.290
155 C 7.990 -0.082 1.258
156 H 6.093 3.683 0.990
157 H 4.990 2.650 1.837
158 H 3.718 3.090 -0.119
159 H 4.528 1.584 -0.512
160 H 5.165 3.108 -1.154
161 H 7.844 -0.838 0.487
162 H 8.402 -0.661 2.084
163 H 8.799 0.598 0.992

Cartesian forces, eV/Å:
-0.08 0.22 0.34
0.82 -1.28 -1.95
-0.46 -0.24 0.85
0.70 0.00 -0.89
0.24 0.12 0.94
-0.59 0.14 -0.72
-1.51 1.66 1.10
0.86 -0.26 -0.31
0.25 -0.04 -0.17
-0.36 -0.07 0.03
0.17 -0.34 0.04
0.34 0.08 0.59
0.35 0.03 0.24
0.01 0.13 0.02
-0.04 0.18 -0.12
-0.19 0.01 0.25
-0.43 -0.27 -0.32
-0.23 -0.53 -0.28
-0.45 1.84 0.47
0.17 -0.53 -0.13
-0.46 0.00 -2.01
1.36 -2.16 0.71
-0.38 1.19 -0.06
-0.51 -0.95 0.75
-1.22 0.09 -0.59
0.11 -0.09 0.04
0.74 0.40 0.59
-0.35 0.86 -0.36
0.06 -0.35 0.21
0.35 0.13 0.03
-0.02 0.19 -0.06
0.07 0.10 0.12
0.06 -0.02 0.79
0.87 -0.22 0.06
-0.01 -1.37 0.48
-0.62 2.72 1.05
0.88 -0.28 -2.28
-0.66 -1.76 2.45
0.00 0.81 -0.62
0.20 -1.98 0.07
1.19 -1.05 -0.61
-1.95 0.74 -0.81
-0.05 0.13 -0.11
0.09 0.79 0.48
0.00 -0.22 -0.56
-0.20 0.80 -0.32
0.23 0.54 -0.31
-0.03 -0.24 0.32
-0.20 0.39 -0.19
0.19 -0.02 0.53
1.04 -0.04 0.31
-1.21 2.31 -0.91
1.48 -2.80 1.80
0.69 0.24 -0.44
-1.80 -0.81 -1.36
0.98 -0.42 0.42
-0.71 0.00 -0.84
0.51 0.04 0.92
-0.07 0.52 0.30
0.07 0.04 0.10
-0.21 -0.17 -0.17
-0.06 0.24 0.10
0.72 0.46 0.19
-0.21 -0.06 0.06
-0.26 0.35 -0.09
0.33 1.72 1.08
-0.75 -1.53 -0.94
-0.02 -0.44 2.65
-0.06 1.03 -1.55
0.20 -0.75 0.41
0.80 0.68 -1.14
0.07 0.18 -0.34
0.05 -0.13 0.23
-0.22 -0.37 -0.07
0.08 -0.10 0.07
-0.13 0.05 -0.28
-0.18 -0.34 -0.06
0.21 -0.03 0.07
-0.29 0.01 -0.12
0.49 -0.55 -3.90
-0.67 1.57 4.09
1.07 -0.65 -0.94
-1.86 0.17 1.37
0.24 -0.37 0.06
-0.35 0.54 -0.62
0.02 -0.46 -0.37
0.48 -0.19 0.13
0.26 0.75 -0.16
0.16 0.05 0.02
0.34 0.08 -0.44
-0.30 -0.82 0.43
-0.63 0.37 -0.12
0.72 -0.35 0.42
1.45 1.06 -1.25
-0.70 -0.31 1.10
-0.23 0.22 0.01
0.90 -2.72 0.35
-1.22 0.61 -0.42
-0.10 -0.22 -0.12
-0.02 0.75 0.45
-0.14 -0.15 0.33
0.16 0.03 -0.24
-0.13 0.33 0.11
-0.03 0.45 -0.13
0.06 -0.02 -0.18
-0.11 -0.08 -0.20
0.07 0.02 0.16
-1.97 1.99 -0.82
2.02 -1.61 0.63
-1.23 0.09 0.05
1.53 0.35 0.48
0.18 -1.08 -0.14
0.44 -1.00 -0.51
-0.57 -0.33 -0.06
0.12 0.08 -0.08
0.15 -0.10 0.15
-0.16 0.24 -0.33
-0.45 0.21 0.28
-0.18 0.91 0.03
-0.01 0.13 -0.31
0.14 0.10 0.61
0.95 -0.30 -1.68
-0.83 -0.42 3.05
0.08 -0.44 -1.14
0.26 0.80 -0.37
-0.39 0.19 0.87
-0.37 0.48 -0.23
0.18 0.16 -0.31
-0.08 -0.94 0.33
0.21 -0.14 0.02
-0.16 -0.01 -0.05
0.26 0.18 -0.29
0.01 0.08 0.01
-0.19 0.13 -0.08
-0.05 0.17 -0.15
2.49 -3.09 -0.23
-2.70 3.07 0.61
-0.26 -0.85 1.27
0.85 0.31 -1.90
-1.93 0.96 1.07
0.22 0.46 -0.86
0.12 0.02 -0.03
-0.16 -0.22 0.46
0.02 -0.20 -0.56
0.64 0.14 -0.03
0.58 -0.31 0.26
-0.07 0.02 0.30
-0.12 -0.14 -0.40
0.24 -0.14 0.02
1.08 1.36 -1.89
-1.20 -1.38 1.38
0.81 -1.63 1.27
-1.26 1.46 -0.88
0.05 -0.11 0.18
1.13 0.72 0.53
0.00 0.20 0.00
0.47 -0.82 0.23
0.01 0.22 0.06
-0.05 -0.01 -0.11
-0.03 -0.08 -0.02
-0.47 0.07 -0.69
-0.56 0.20 0.42
-0.07 -0.18 -0.49

As for the multiplicity: 2. Its electronic energy is -4747.8303 Ha. Its total charge is -1. For the HOMO energy (spin up / spin down), the calculation gives 0.34 / -7.49 eV. The expectation value of S² is 0.751.


ORCA calculation (wB97M-V/def2-TZVPD) on a 9-piece molecular cluster, C41H98N14O13P4 overall.

Cartesian coordinates (Å):
1 C 0.139 0.856 5.850
2 C 1.133 0.946 4.692
3 O 0.332 1.460 3.695
4 C -0.840 1.838 4.080
5 O -1.693 2.386 3.339
6 O -1.069 1.423 5.359
7 H 0.536 1.545 6.595
8 H -0.026 -0.150 6.234
9 H 1.517 -0.052 4.480
10 H 1.944 1.629 4.943
11 C -0.040 -0.110 -0.009
12 C -1.491 -0.502 -0.167
13 O -1.812 -0.844 1.227
14 C -0.651 -1.080 1.867
15 O -0.620 -1.366 3.045
16 O 0.389 -0.793 1.085
17 H 0.108 0.965 0.103
18 H 0.500 -0.343 -0.927
19 H -1.567 -1.326 -0.878
20 H -2.147 0.283 -0.544
21 C -0.116 -3.282 5.623
22 C -1.288 -4.213 5.557
23 O -2.081 -3.905 6.634
24 C -1.503 -3.045 7.455
25 O -1.949 -2.643 8.538
26 O -0.330 -2.621 6.892
27 H -0.045 -2.632 4.751
28 H 0.775 -3.902 5.712
29 H -0.973 -5.255 5.612
30 H -1.686 -4.078 4.551
31 C -3.264 4.293 1.720
32 C -4.474 3.577 2.347
33 C -5.520 2.842 1.398
34 C -4.858 2.205 0.244
35 N -4.297 1.644 -0.618
36 H -2.411 3.653 1.498
37 H -2.855 4.991 2.452
38 H -3.502 4.959 0.890
39 H -5.080 4.228 2.977
40 H -4.030 2.804 2.974
41 H -6.191 3.535 0.888
42 H -6.147 2.144 1.952
43 C -0.303 -4.215 0.208
44 C 0.453 -5.534 -0.042
45 C 1.629 -5.850 0.987
46 C 1.481 -5.271 2.302
47 N 1.346 -4.794 3.335
48 H -0.624 -4.131 1.247
49 H -1.186 -3.962 -0.379
50 H 0.322 -3.356 -0.040
51 H 0.910 -5.676 -1.021
52 H -0.261 -6.353 0.050
53 H 2.610 -5.509 0.655
54 H 1.672 -6.915 1.215
55 O 6.810 -1.317 2.076
56 P 5.361 -1.180 1.804
57 N 4.896 0.310 1.125
58 C 5.922 1.048 0.406
59 C 3.545 0.861 1.176
60 N 4.318 -1.226 3.172
61 C 3.683 -2.468 3.626
62 C 4.597 -0.411 4.321
63 N 4.716 -2.344 0.704
64 C 5.657 -3.365 0.142
65 C 3.466 -2.135 -0.110
66 H 6.836 1.317 0.937
67 H 5.509 1.965 -0.012
68 H 6.178 0.393 -0.427
69 H 3.513 1.560 2.012
70 H 2.821 0.114 1.501
71 H 3.289 1.283 0.204
72 H 4.393 -3.204 4.006
73 H 2.892 -2.353 4.366
74 H 3.326 -2.996 2.742
75 H 5.257 0.424 4.086
76 H 3.628 -0.028 4.643
77 H 5.023 -0.993 5.139
78 H 5.105 -4.121 -0.415
79 H 6.411 -2.903 -0.496
80 H 6.227 -3.709 1.005
81 H 2.661 -2.072 0.623
82 H 3.393 -2.888 -0.894
83 H 3.474 -1.191 -0.656
84 O 2.554 3.291 -1.299
85 P 1.422 4.265 -1.330
86 N 0.042 3.847 -2.246
87 C -0.403 2.497 -2.157
88 C -1.047 4.808 -2.620
89 N 1.856 5.704 -2.082
90 C 2.629 6.683 -1.322
91 C 2.133 5.586 -3.477
92 N 0.724 4.686 0.163
93 C -0.140 5.847 0.293
94 C 0.733 3.749 1.293
95 H -1.200 2.227 -2.850
96 H -0.735 2.335 -1.130
97 H 0.303 1.679 -2.303
98 H -1.961 4.747 -2.026
99 H -1.504 4.510 -3.564
100 H -0.744 5.852 -2.560
101 H 2.310 6.714 -0.281
102 H 3.700 6.486 -1.377
103 H 2.472 7.689 -1.712
104 H 2.890 6.279 -3.844
105 H 2.449 4.586 -3.777
106 H 1.251 5.772 -4.091
107 H -1.161 5.715 -0.067
108 H -0.117 6.185 1.330
109 H 0.238 6.737 -0.210
110 H -0.309 3.532 1.526
111 H 1.295 4.175 2.125
112 H 1.249 2.808 1.106
113 O 4.173 -2.196 -5.989
114 P 4.381 -0.986 -5.167
115 N 3.061 -0.709 -4.145
116 C 2.110 -1.802 -3.881
117 C 3.066 0.448 -3.230
118 N 4.749 0.419 -6.017
119 C 5.884 0.439 -6.877
120 C 3.700 1.260 -6.494
121 N 5.702 -1.183 -4.078
122 C 5.917 -2.426 -3.346
123 C 6.397 -0.076 -3.471
124 H 1.072 -1.470 -3.839
125 H 2.340 -2.184 -2.886
126 H 2.072 -2.576 -4.647
127 H 2.048 0.817 -3.101
128 H 3.718 1.214 -3.648
129 H 3.428 0.062 -2.276
130 H 6.755 -0.026 -6.412
131 H 5.729 -0.034 -7.847
132 H 6.265 1.453 -7.010
133 H 3.964 2.311 -6.367
134 H 3.579 1.213 -7.577
135 H 2.685 1.144 -6.115
136 H 6.862 -2.506 -2.807
137 H 5.168 -2.600 -2.572
138 H 6.075 -3.248 -4.044
139 H 6.214 0.866 -3.987
140 H 7.476 -0.233 -3.498
141 H 6.081 0.076 -2.438
142 O -8.189 -1.977 1.537
143 P -7.904 -1.616 0.142
144 N -8.894 -2.406 -1.029
145 C -8.682 -2.445 -2.458
146 C -9.910 -3.363 -0.664
147 N -6.328 -2.076 -0.263
148 C -5.242 -1.415 0.432
149 C -6.090 -3.529 -0.494
150 N -8.131 -0.009 -0.287
151 C -7.665 0.564 -1.574
152 C -8.870 0.906 0.623
153 H -7.636 -2.364 -2.754
154 H -9.325 -1.704 -2.937
155 H -9.072 -3.316 -2.985
156 H -10.919 -2.955 -0.731
157 H -9.854 -3.616 0.395
158 H -9.810 -4.316 -1.184
159 H -4.486 -1.410 -0.354
160 H -5.526 -0.386 0.648
161 H -5.023 -1.913 1.377
162 H -6.789 -3.895 -1.245
163 H -5.047 -3.735 -0.737
164 H -6.264 -4.052 0.448
165 H -6.627 0.402 -1.864
166 H -8.314 0.206 -2.373
167 H -7.775 1.647 -1.509
168 H -9.927 1.053 0.401
169 H -8.342 1.860 0.622
170 H -8.725 0.528 1.636

Cartesian forces, eV/Å:
0.71 0.51 1.02
0.06 -1.02 1.65
1.48 0.59 -2.97
-4.68 0.79 -0.95
2.95 -1.65 2.66
-0.10 0.64 -1.11
-0.40 -0.42 0.61
-0.12 0.17 0.01
-0.02 0.19 -0.66
0.05 -0.01 -0.33
-0.56 1.76 -2.77
-0.06 0.31 0.43
0.12 -0.35 -1.39
-1.31 0.62 2.00
0.50 -0.12 -1.57
1.39 -1.37 1.73
-0.11 0.04 0.50
0.39 -0.46 0.22
-0.29 -0.55 0.56
-0.02 0.10 0.45
0.98 -0.62 0.91
1.20 -1.08 -2.17
-2.11 -0.22 0.86
-0.12 2.09 2.49
1.39 -1.38 -3.35
-0.25 0.41 0.25
-0.02 0.39 0.54
0.26 0.52 -0.06
-0.07 -0.06 0.18
-1.16 0.00 0.39
-0.33 0.80 0.22
-0.21 -0.95 -0.58
1.12 0.93 -0.64
1.34 -1.82 -1.09
-1.21 1.46 1.73
-0.49 -0.26 -0.31
-0.06 -0.08 0.33
-0.18 -0.30 -0.36
0.20 0.13 0.00
-0.25 0.02 0.20
-0.16 0.41 0.41
0.23 -0.18 -0.08
0.64 0.64 -0.28
0.05 -0.51 0.87
-0.60 0.18 -0.24
-0.46 0.48 0.11
-0.08 0.04 0.38
0.20 -0.04 0.09
-0.16 -0.98 -0.33
0.45 0.05 0.41
-0.21 0.50 -0.14
-0.01 -0.05 0.07
-0.04 -0.13 -0.38
0.17 -0.17 -0.58
-0.71 -0.10 -0.48
-2.12 0.58 -0.38
0.69 -0.90 1.28
-0.29 -0.33 -0.92
0.53 -0.40 0.91
0.15 -1.13 -0.79
0.62 -0.93 -1.60
0.00 0.71 -0.02
0.27 -0.35 -0.50
0.15 1.46 1.14
1.44 0.86 1.26
-0.18 -0.27 0.42
-0.17 -0.03 0.04
0.61 0.39 -0.29
-0.24 0.79 -0.33
0.07 -0.25 -0.44
-0.21 0.27 0.17
0.35 0.19 0.59
-0.04 0.44 -0.21
-0.57 0.18 0.11
0.00 0.00 -0.01
0.17 0.27 0.39
0.21 -0.01 0.05
0.10 -0.14 0.32
-0.12 -0.01 -0.34
-0.09 -0.73 -0.24
-0.52 -0.39 -0.49
-0.24 -0.38 0.50
0.16 0.23 0.09
-1.58 -0.04 0.33
-0.92 0.96 0.04
0.73 0.93 -1.39
-0.55 -1.22 0.89
0.04 -0.77 0.41
-0.55 0.02 1.65
0.05 0.11 -0.18
-0.10 -0.17 -1.59
1.63 -0.31 -0.94
0.30 0.49 0.22
0.00 0.31 -0.29
-0.26 0.53 0.02
-0.76 -0.27 0.11
0.81 0.61 -0.25
0.23 -0.29 1.01
0.77 0.28 -0.62
0.34 -0.24 -0.41
0.14 -0.25 -0.05
0.13 -0.11 0.15
-0.13 0.01 -0.21
0.13 0.09 0.42
0.25 -0.12 0.21
-0.23 0.17 0.04
-0.12 -0.27 0.29
-0.38 -0.35 0.23
0.21 -0.26 -0.45
0.18 -0.12 0.56
-0.37 0.17 0.34
-0.04 0.08 -0.58
-0.01 0.14 0.29
0.56 -1.03 1.37
-0.18 0.35 -1.77
0.05 0.74 0.27
-0.03 -1.54 -0.47
-1.00 -0.81 1.56
1.71 -0.07 0.01
-0.84 1.46 -1.03
0.18 0.34 -0.93
0.16 -0.46 -0.65
-0.03 0.67 -0.04
-0.09 0.61 0.05
-0.05 -0.57 0.02
0.77 0.06 0.09
0.10 0.21 -0.06
-0.11 0.10 0.34
0.14 0.61 0.35
-0.22 -0.49 0.13
-0.19 0.02 -0.09
-0.47 0.31 -0.23
0.10 0.20 0.42
0.08 -0.52 -0.28
0.34 -0.51 0.55
0.26 1.02 0.02
-0.37 -0.29 -0.22
-0.94 -0.23 -0.04
-0.14 -0.09 -0.13
0.11 -0.11 0.13
0.09 0.00 0.19
-0.93 0.39 0.23
-0.02 -0.73 -2.05
0.65 -1.19 0.64
-0.18 0.87 -0.76
-0.31 -0.12 1.79
-1.19 -0.27 -1.04
-0.62 0.15 -0.67
-0.60 0.92 0.89
0.97 0.49 0.63
-0.85 -0.07 0.32
1.41 -0.61 0.05
-0.02 0.43 0.04
0.45 0.67 -0.23
0.18 -0.75 0.78
-0.18 -0.05 -0.64
0.33 0.09 0.14
-0.08 0.12 -0.32
0.89 0.17 0.82
0.10 -0.03 -0.04
0.53 -0.08 -0.08
0.27 -0.11 -0.02
-0.04 0.33 -0.42
-0.15 -0.32 0.06
0.06 -0.47 0.48
0.10 0.16 -0.20
-0.10 0.01 0.01
0.01 -0.16 -0.17
-0.22 0.23 -0.20
-0.45 -0.14 0.01

Its electronic energy is -4731.2236 Ha. Its total charge is 0. For the HOMO energy, the calculation gives -8.29 eV.